# 1
Formula: C2H3MnO3
Source: the Open Molecules 2025 dataset
Level of theory: wB97M-V/def2-TZVPD

Geometry (Å):
H: 0.035 -1.365 1.010
H: 1.491 -0.357 1.158
O: -0.063 0.437 0.037
Mn: 0.078 2.139 -1.026
O: -1.030 0.791 -1.856
C: -0.623 -0.163 -1.114
C: 0.396 -0.341 1.145
O: -0.314 -1.293 -1.403
H: 0.030 0.151 2.051

Calculated values
Gap between HOMO and LUMO (alpha / beta), eV: 7.9 / 7.9
Charge: +1
ΔE to the lowest compared entry with this formula, charge and spin, kcal/mol: 0.00
Spin multiplicity: 6



# 2
Formula: C27H33N5O2PdSTe
Source: the Open Molecules 2025 dataset
Level of theory: wB97M-V/def2-TZVPD

Geometry (Å):
H: -6.976 0.569 -1.735
O: -2.749 -0.258 -1.372
H: -3.969 1.233 -0.032
H: -1.361 2.234 2.444
C: 1.743 -4.300 -0.072
C: 4.020 -4.500 0.571
C: 3.626 0.134 -3.851
H: -0.014 3.196 4.534
C: -0.948 3.678 -1.452
H: 0.057 5.576 -1.355
N: -1.585 -2.771 -0.941
H: 0.261 2.179 1.744
H: -0.165 -2.040 3.159
S: 0.124 -4.789 -0.507
C: 0.807 1.791 5.925
C: -3.780 -0.243 -2.083
C: -6.173 0.263 -2.400
H: 3.318 0.879 -4.587
H: -1.619 1.620 -1.403
C: 1.833 -2.911 -0.045
C: 1.002 -0.474 5.149
N: 0.378 1.766 -0.943
Te: -0.994 -0.200 1.402
C: 2.934 0.403 -2.550
C: 0.109 1.223 3.693
O: 2.000 -0.320 -2.175
H: -5.639 1.750 -0.334
C: 0.278 2.167 4.703
H: -1.877 -1.797 -1.062
C: 0.474 -0.102 3.916
C: 1.365 3.927 -0.925
H: -5.318 0.181 0.427
C: 0.311 -1.123 2.816
H: 2.742 -6.189 0.203
C: -4.962 0.898 -0.315
H: -6.150 0.948 -3.247
H: 1.569 0.171 7.108
C: 0.146 4.503 -1.251
H: 4.882 -5.107 0.810
H: -6.400 -0.741 -2.749
H: -2.277 -3.489 -1.068
C: 3.034 -2.306 0.305
H: 5.059 -2.650 0.886
H: 1.249 -1.379 2.327
H: 4.709 0.192 -3.742
N: 0.629 -2.263 -0.355
N: -4.917 0.297 -1.644
C: 1.169 0.468 6.149
C: 2.826 -5.111 0.231
C: -3.711 -0.805 -3.478
H: 3.342 -0.851 -4.207
H: 3.124 -1.228 0.336
H: -4.666 -0.921 -3.977
C: -0.458 1.634 2.354
N: 3.376 1.446 -1.827
H: -3.200 -1.766 -3.448
H: 1.277 -1.506 5.327
H: 4.102 2.018 -2.229
C: -0.339 -3.122 -0.619
H: 2.249 4.535 -0.786
H: -1.915 4.076 -1.725
C: 4.119 -3.110 0.611
H: 3.482 2.539 -0.070
C: 1.456 2.554 -0.787
Pd: 0.513 -0.258 -0.640
H: -3.092 -0.132 -4.074
H: 0.928 2.527 6.709
H: 2.649 0.997 0.079
C: -0.796 2.314 -1.288
C: 2.783 1.868 -0.565

Calculated values
Gap between HOMO and LUMO, eV: 7.5
Charge: +2
ΔE to the lowest compared entry with this formula, charge and spin, kcal/mol: 0.00
Spin multiplicity: 1



# 3
Formula: C33H38N4STi
Source: the Open Molecules 2025 dataset
Level of theory: wB97M-V/def2-TZVPD

Geometry (Å):
H: -5.794 0.989 3.457
H: 2.957 -0.666 -0.906
C: 0.425 1.703 -6.275
H: -2.699 1.122 -2.574
H: 0.749 1.928 -2.735
C: -2.767 0.656 -3.571
H: 0.720 3.368 -1.714
C: -0.378 -0.830 -2.481
H: 0.124 4.089 -7.291
C: -1.508 -4.450 2.423
C: 0.606 0.568 -5.489
C: 0.319 1.561 -0.651
H: -2.927 -0.417 -3.403
C: -2.455 -0.900 2.903
C: -0.406 1.807 0.589
C: -0.860 3.722 -6.978
H: -1.510 -1.403 2.685
C: -0.669 -4.387 4.680
C: 2.554 0.313 -1.190
C: -0.110 -2.980 -3.064
C: 1.463 -2.234 2.789
Ti: -0.495 -0.558 -0.543
H: -2.619 2.758 -5.175
C: -1.727 2.145 -5.254
C: -4.845 0.449 3.381
H: -0.319 -3.304 1.028
H: -3.686 1.061 -4.023
C: -0.467 0.202 -4.652
H: -2.467 -1.346 5.017
H: -4.808 0.757 1.335
C: -0.008 1.237 3.093
H: -0.803 2.587 -2.182
C: -0.714 2.497 -6.144
N: -0.243 -2.098 -1.967
H: -0.686 -4.739 5.727
H: -0.960 3.745 1.293
C: 2.607 0.263 1.889
H: 2.617 0.473 2.961
C: 0.235 2.391 -1.884
H: 2.556 0.359 -6.248
C: 1.533 0.649 1.148
C: 0.263 1.153 1.643
N: 0.280 -3.518 4.377
C: -3.151 -0.350 1.840
H: 1.792 -1.207 -5.916
S: -2.737 -0.583 0.125
H: -2.334 -5.630 4.099
H: 0.134 0.251 3.556
H: -1.826 3.231 -0.159
H: -1.450 3.514 -7.881
C: -1.418 2.874 0.793
C: -1.609 -4.891 3.744
H: 0.296 -2.492 -5.216
H: 0.679 1.938 3.597
H: -2.240 2.523 1.433
N: -0.337 -0.937 -3.837
H: -1.381 4.500 -6.411
C: -4.186 -0.160 4.426
C: -2.981 -0.844 4.195
H: 1.747 -2.117 1.746
H: 1.208 1.973 -6.990
H: 3.352 1.061 -1.062
N: -4.312 0.344 2.120
H: 3.466 -0.215 1.426
H: 2.452 -0.211 -4.600
C: -0.473 -3.620 2.065
C: 0.437 -3.128 3.081
H: -2.277 -4.769 1.710
H: -0.209 -4.051 -3.054
C: -1.623 0.999 -4.479
H: -1.035 1.556 3.302
H: 2.300 0.257 -2.255
C: 1.906 -0.180 -5.552
H: 2.116 -1.936 3.606
C: 1.410 0.666 -0.325
C: -0.029 -2.239 -4.210
H: -4.615 -0.121 5.427

Calculated values
Gap between HOMO and LUMO (alpha / beta), eV: 3.6 / 3.6
Charge: -1
Spin multiplicity: 2



# 4
Formula: C3H6F2N2O
Source: the Open Molecules 2025 dataset
Level of theory: wB97M-V/def2-TZVPD

Geometry (Å):
H: -2.774 1.273 1.508
C: -0.976 1.080 0.854
F: -0.557 2.052 1.664
H: 1.098 -2.283 -1.388
O: 1.587 0.824 0.303
H: 1.535 -0.719 -1.562
H: -1.068 -1.239 -0.600
H: 1.856 -0.032 0.716
C: 0.006 -0.873 -0.480
H: 0.194 1.434 -0.965
N: 0.745 -1.370 -1.521
N: -2.150 0.780 0.894
F: 0.223 -1.528 0.746
C: 0.281 0.602 -0.169

Calculated values
Structure (SMILES): [H]/N=C(\F)[C@@H](O)[C@@H](N)F
Gap between HOMO and LUMO, eV: 11.3
ΔE to the lowest compared entry with this formula, charge and spin, kcal/mol: 14.84
Spin multiplicity: 1



# 5
Formula: C12H26FIInO3
Source: the Open Molecules 2025 dataset
Level of theory: wB97M-V/def2-TZVPD

Geometry (Å):
H: 1.050 0.035 -0.272
C: -4.789 -3.364 0.140
H: -3.710 -3.524 0.280
H: 0.986 4.833 -1.091
H: 0.996 -2.749 3.416
H: 1.658 -1.372 4.316
H: 4.646 5.246 -0.082
H: -5.256 -4.196 -0.413
H: 1.136 3.067 -1.146
H: 4.582 -1.516 2.956
H: -5.359 -2.230 -1.644
C: 2.917 4.085 -0.554
H: 1.883 4.043 -2.425
C: 0.336 -0.111 -1.118
O: 3.251 3.196 0.197
H: 0.831 0.319 -2.010
H: -5.271 -3.251 1.130
H: -3.312 -0.868 0.289
C: 1.908 -2.204 3.655
C: 1.647 4.005 -1.359
C: 2.526 -1.683 2.383
H: -1.700 0.685 -1.552
H: -1.146 2.426 0.163
H: -3.934 -0.187 -1.217
C: -0.894 0.769 -0.791
H: 3.194 6.205 -0.425
C: 3.765 5.322 -0.718
C: -4.985 -2.009 -0.624
H: 0.280 -2.205 -0.299
C: 3.805 -0.895 2.506
In: -2.048 -2.225 -1.814
H: -2.220 -3.979 -1.385
F: -5.946 -1.257 0.115
H: 2.602 -2.882 4.156
C: 0.039 -1.642 -1.214
C: -3.707 -1.153 -0.712
H: 4.088 5.416 -1.757
I: -2.464 -2.146 -4.636
H: 4.133 -0.584 1.515
O: -0.558 2.146 -0.533
O: 2.016 -1.887 1.308
H: 3.637 -0.006 3.116
H: 0.721 -2.036 -2.001
H: -1.334 0.361 0.150

Calculated values
Gap between HOMO and LUMO, eV: 7.2
Charge: -1
ΔE to the lowest compared entry with this formula, charge and spin, kcal/mol: 8.82
Spin multiplicity: 1



# 6
Formula: C11H9N10O5S2Sr
Source: the Open Molecules 2025 dataset
Level of theory: wB97M-V/def2-TZVPD

Geometry (Å):
C: -0.200 2.529 -1.720
H: 4.031 -1.213 -0.716
N: -1.534 -1.469 -0.466
O: -0.176 3.684 -2.386
N: 2.470 -3.160 -0.077
N: -2.709 -0.800 -0.290
H: 5.557 -1.089 -1.613
S: 5.433 2.306 1.379
H: -3.302 -0.492 2.278
H: -1.343 -4.645 0.273
O: 0.454 1.562 -2.009
N: 1.138 -4.853 0.175
N: 1.203 -2.675 -0.197
N: 2.426 -4.426 0.134
N: -3.058 -2.822 0.403
N: -3.584 -1.597 0.222
H: -3.758 1.879 2.172
C: -1.808 -2.703 -0.031
C: 4.711 -0.529 -1.219
O: -0.370 -0.216 2.283
O: -2.493 -0.472 2.826
C: -3.032 2.095 1.401
C: -2.318 3.349 -0.522
C: -1.202 2.533 -0.570
O: 5.300 0.387 -0.289
C: -1.523 0.131 2.162
C: -3.232 3.130 0.504
H: -2.470 4.119 -1.263
C: 4.609 1.394 0.268
S: 2.932 1.594 -0.171
C: -1.889 1.324 1.255
C: 0.448 -3.749 -0.028
H: 4.200 0.007 -2.017
H: 0.502 3.590 -3.073
N: -0.972 1.597 0.341
H: -4.111 3.754 0.584
N: -0.951 -3.782 -0.063
Sr: 0.620 -0.275 0.057

Calculated values
Gap between HOMO and LUMO, eV: 5.6
Charge: -1
Spin multiplicity: 1



# 7
Formula: C5H13N2O
Source: the Open Molecules 2025 dataset
Level of theory: wB97M-V/def2-TZVPD

Geometry (Å):
H: 0.830 0.020 1.602
H: 2.293 1.286 -0.372
C: -0.688 -1.930 -0.487
C: 0.820 1.062 1.233
N: 0.513 2.495 -0.812
H: -1.402 -1.444 -1.149
H: 0.701 3.306 -0.210
C: 1.184 1.258 -0.245
H: 1.627 1.613 1.748
N: 0.585 -1.270 -0.829
O: -1.863 -0.433 1.071
H: -0.157 1.481 1.477
C: -1.274 -1.626 0.954
H: 1.067 0.237 -2.142
H: -2.077 -2.362 1.122
H: -0.583 -3.025 -0.579
H: -0.446 0.466 -1.337
H: -0.481 2.400 -0.614
C: 0.603 0.157 -1.142
H: -0.403 -1.669 1.649
H: 1.338 -1.582 -0.235

Calculated values
Gap between HOMO and LUMO (alpha / beta), eV: 9.8 / 7.4
ΔE to the lowest compared entry with this formula, charge and spin, kcal/mol: 43.53
Spin multiplicity: 2